C28H49Cl18F3N3O7P | ωB97M-V with the def2-TZVPD basis set

The geometry in XYZ format:
```
109
Properties=species:S:1:pos:R:3:lowdin_charge:R:1
N -0.3722 -0.5252 3.5492 -0.016
C -1.5399 -0.0582 2.7091 -0.171
C -1.3047 1.4513 2.1357 -0.231
C 0.0367 1.6527 1.2781 -0.006
C 0.6405 0.3185 0.6504 -0.286
O 0.0219 -0.5612 0.0267 0.079
F 2.0733 0.1220 0.7706 -0.009
C -2.7120 1.7490 1.3502 -0.225
N -2.6343 2.0404 -0.1178 0.086
C -3.3000 1.0163 -0.9430 -0.311
O -2.5721 0.3038 -1.6717 0.117
F -4.6965 0.7538 -0.9630 0.073
C -3.0512 3.4097 -0.4646 -0.342
O -4.1959 3.8828 -0.4047 0.144
F -2.0134 4.2664 -0.9787 -0.009
N -3.6934 2.4728 2.2165 0.067
C -3.0175 2.5874 3.5279 -0.359
O -3.4718 2.6727 4.6980 0.038
C -1.4145 2.6556 3.2055 -0.304
C -0.4834 2.6554 4.5214 -0.204
O 0.8268 3.2476 4.3343 -0.207
O 1.8045 2.3069 4.4054 -0.118
P -1.2572 4.4537 2.5918 0.829
O 0.0645 4.7689 1.8629 -0.450
H -0.8154 -1.0917 4.2906 0.025
H 0.2717 -1.0819 2.9705 0.074
H -2.5017 -0.1095 3.3574 0.138
H -1.7225 -0.8157 1.8533 0.132
H -0.0583 2.4456 0.4405 0.110
H 0.8492 2.0723 1.9893 0.126
H -3.1616 0.6764 1.3438 0.153
H -4.4384 1.7637 2.4600 -0.014
H -0.3383 1.6255 5.0089 -0.027
H -1.0239 3.3173 5.3047 0.139
H 2.4077 2.4117 3.6207 0.107
H -2.4106 4.8736 1.8103 0.034
H -1.3175 5.2693 3.7941 0.055
Cl -1.0519 -3.6234 -4.7084 0.546
C -1.1677 -2.6006 -3.2537 -0.662
C -0.4814 -3.2280 -2.0571 -0.659
Cl -1.3422 -4.6736 -1.4696 0.537
H -2.2243 -2.4100 -3.0574 0.067
H -0.6907 -1.6491 -3.4979 0.054
H -0.4569 -2.5166 -1.2294 0.039
H 0.5458 -3.5165 -2.2880 0.073
Cl 2.8763 -7.1452 -5.7261 0.532
C 1.8744 -5.9155 -6.5378 -0.661
C 2.7134 -4.8381 -7.1974 -0.684
Cl 3.5398 -3.8037 -6.0050 0.523
H 1.1881 -5.4962 -5.7982 0.038
H 1.2826 -6.4381 -7.2923 0.073
H 2.0742 -4.1837 -7.7940 0.075
H 3.4709 -5.2662 -7.8564 -0.024
Cl -4.2127 -0.6117 6.6656 0.537
C -2.9424 -0.5667 7.9150 -0.651
C -1.9659 0.5714 7.6961 -0.588
Cl -0.9534 0.3180 6.2523 0.724
H -2.4375 -1.5346 7.9191 0.071
H -3.4474 -0.4424 8.8751 0.074
H -1.2880 0.6478 8.5488 0.080
H -2.4811 1.5276 7.5846 0.076
Cl 6.8757 -6.1265 -8.0577 0.545
C 6.6252 -7.0397 -9.5662 -0.662
C 5.8912 -6.2246 -10.6118 -0.649
Cl 4.1941 -5.9268 -10.1599 0.584
H 6.0869 -7.9573 -9.3211 0.071
H 7.6145 -7.3145 -9.9380 0.072
H 5.8758 -6.7654 -11.5603 0.072
H 6.3715 -5.2589 -10.7790 0.071
Cl 3.1954 2.7729 -3.1409 0.551
C 2.2034 1.3266 -2.8280 -0.657
C 0.7869 1.4806 -3.3456 -0.652
Cl -0.1426 2.6815 -2.4145 0.628
H 2.2202 1.1310 -1.7536 0.045
H 2.6935 0.4917 -3.3334 0.076
H 0.2545 0.5311 -3.2564 0.055
H 0.7722 1.7810 -4.3942 0.032
Cl -4.6134 3.2121 -6.9834 0.541
C -4.3488 2.7309 -5.2888 -0.665
C -2.9727 3.1245 -4.7904 -0.654
Cl -1.6796 2.1796 -5.5697 0.581
H -4.5107 1.6538 -5.2136 0.070
H -5.1154 3.2326 -4.6943 0.073
H -2.8986 2.9354 -3.7172 0.038
H -2.7697 4.1827 -4.9637 0.077
Cl 5.3109 1.4909 1.6785 0.537
C 6.2146 0.6502 0.3947 -0.655
C 5.4850 -0.5810 -0.1041 -0.662
Cl 5.4362 -1.8749 1.1198 0.540
H 7.2037 0.4016 0.7840 0.069
H 6.3405 1.3634 -0.4227 0.073
H 6.0004 -0.9895 -0.9758 0.074
H 4.4581 -0.3498 -0.3933 0.049
Cl -6.3776 1.4336 2.5734 0.664
C -6.7163 2.2237 4.1366 -0.609
C -7.9649 1.6734 4.7953 -0.658
Cl -9.4450 2.1212 3.9109 0.546
H -6.7933 3.2986 3.9624 0.084
H -5.8492 2.0445 4.7758 0.053
H -8.0623 2.0826 5.8028 0.076
H -7.9325 0.5850 4.8719 0.070
Cl 4.9372 2.0731 5.4805 0.558
C 5.1238 0.4962 6.2871 -0.651
C 4.6002 -0.6465 5.4395 -0.654
Cl 2.8269 -0.6094 5.2749 0.560
H 4.6156 0.5483 7.2519 0.068
H 6.1914 0.3597 6.4720 0.071
H 4.8542 -1.6002 5.9069 0.072
H 5.0320 -0.6334 4.4366 0.053
```

Properties
Structure (SMILES): NC[C@@]1(CC(=O)F)[C@H](N(C(=O)F)C(=O)F)NC(=O)[C@]1(COO)[PH2]=O.ClCCCl.ClCCCl.ClCCCl.ClCCCl.ClCCCl.ClCCCl.ClCCCl.ClCCCl.ClCCCl
Lowest unoccupied orbital energy (eV): -0.743
Gap between HOMO and LUMO (eV): 8.7715
Total energy (Eh): -10711.4641
Highest occupied orbital energy (eV): -9.515
Spin multiplicity: 1
Molar mass (g/mol): 1265.8